Molecular formula: C18H20N2O4
Method: DFT, ωB97M-V/def2-TZVPD

Last column: natural (NBO) charge in e.
Positions of all 44 atoms, in Å:
C: -6.054 -2.322 0.058  -0.25
O: -5.011 -1.453 0.426  -0.54
C: -5.121 -0.121 0.107  0.37
C: -6.147 0.412 -0.660  -0.31
C: -6.165 1.766 -0.953  -0.19
C: -5.164 2.595 -0.486  -0.23
C: -4.146 2.066 0.290  -0.17
C: -4.112 0.718 0.601  -0.09
C: -2.996 0.161 1.445  -0.46
C: -1.837 -0.253 0.567  0.43
N: -2.096 -1.238 -0.319  -0.82
N: -0.790 0.457 0.732  -0.24
O: 0.389 0.312 -0.029  -0.36
C: 0.960 -0.826 -0.351  0.77
O: 0.518 -1.941 -0.201  -0.62
C: 2.326 -0.542 -0.982  -0.15
O: 3.223 -0.330 0.081  -0.50
C: 4.529 -0.063 -0.220  0.40
C: 5.050 0.028 -1.503  -0.35
C: 6.399 0.304 -1.670  -0.16
C: 7.225 0.487 -0.580  -0.26
C: 6.713 0.397 0.712  0.02
C: 7.612 0.594 1.894  -0.63
C: 5.368 0.123 0.879  -0.29
H: -7.010 -2.007 0.486  0.18
H: -5.784 -3.296 0.464  0.20
H: -6.149 -2.400 -1.030  0.18
H: -6.937 -0.217 -1.040  0.22
H: -6.969 2.165 -1.554  0.21
H: -5.177 3.649 -0.719  0.22
H: -3.359 2.703 0.664  0.22
H: -3.349 -0.713 1.995  0.24
H: -2.640 0.917 2.143  0.25
H: -2.969 -1.727 -0.196  0.40
H: -1.319 -1.778 -0.680  0.42
H: 2.617 -1.416 -1.580  0.20
H: 2.251 0.350 -1.619  0.20
H: 4.427 -0.111 -2.373  0.22
H: 6.801 0.375 -2.670  0.21
H: 8.274 0.700 -0.725  0.21
H: 8.411 -0.147 1.888  0.22
H: 8.074 1.580 1.858  0.22
H: 7.059 0.502 2.824  0.22
H: 4.934 0.047 1.864  0.22

Highest occupied orbital energy (eV): -8.51
Net charge: 0
Multiplicity: 1
Orbital gap (eV): 9.2
SMILES string: COc1ccccc1C/C(N)=N/OC(=O)COc1cccc(C)c1
Largest force on an atom (hartree/bohr): 0.032


Molecular formula: C18H20N2O4S
Method: DFT, ωB97M-V/def2-TZVPD

Last column: natural (NBO) charge in e.
Positions of all 45 atoms, in Å:
C: 5.800 -2.397 5.456  -0.37
C: 5.885 -1.395 4.603  -0.19
C: 5.138 -0.101 4.750  -0.27
N: 4.281 0.151 3.610  -0.60
C: 2.928 0.099 3.698  0.66
O: 2.342 -0.068 4.749  -0.62
C: 2.216 0.284 2.401  -0.16
C: 1.005 -0.377 2.212  -0.15
C: 0.293 -0.233 1.041  -0.24
C: 0.775 0.584 0.018  0.25
N: 0.015 0.735 -1.144  -0.70
C: 0.250 1.864 -2.015  -0.42
S: -0.467 -0.626 -2.038  2.32
O: -0.426 -1.784 -1.200  -0.92
O: 0.272 -0.650 -3.268  -0.94
C: -2.164 -0.195 -2.389  -0.40
C: -3.058 -0.100 -1.343  -0.09
C: -4.378 0.235 -1.587  -0.33
C: -4.801 0.476 -2.895  0.33
O: -6.062 0.809 -3.250  -0.48
C: -7.051 0.910 -2.250  -0.26
C: -3.880 0.377 -3.945  -0.26
C: -2.568 0.042 -3.692  -0.16
C: 1.977 1.265 0.214  -0.28
C: 2.687 1.114 1.390  -0.18
H: 6.349 -3.313 5.318  0.20
H: 5.177 -2.339 6.333  0.20
H: 6.510 -1.470 3.722  0.19
H: 5.850 0.729 4.849  0.20
H: 4.490 -0.127 5.628  0.24
H: 4.713 0.155 2.700  0.39
H: 0.630 -1.002 3.009  0.23
H: -0.633 -0.765 0.900  0.23
H: 1.146 1.737 -2.628  0.20
H: 0.327 2.772 -1.419  0.22
H: -0.610 1.944 -2.679  0.22
H: -2.716 -0.293 -0.339  0.22
H: -5.066 0.302 -0.760  0.23
H: -7.969 1.173 -2.773  0.21
H: -6.810 1.693 -1.526  0.18
H: -7.192 -0.041 -1.729  0.18
H: -4.228 0.565 -4.948  0.23
H: -1.843 -0.048 -4.485  0.25
H: 2.366 1.913 -0.555  0.22
H: 3.602 1.673 1.522  0.21

Highest occupied orbital energy (eV): -8.61
Net charge: 0
Multiplicity: 1
Orbital gap (eV): 9.2
SMILES string: C=CCNC(=O)c1ccc(N(C)S(=O)(=O)c2ccc(OC)cc2)cc1
Largest force on an atom (hartree/bohr): 0.022


Molecular formula: C18H20N2O4S
Method: DFT, ωB97M-V/def2-TZVPD

Last column: natural (NBO) charge in e.
Positions of all 45 atoms, in Å:
C: -1.188 -2.038 -2.191  -0.26
O: -1.105 -2.424 -0.835  -0.51
C: -0.017 -2.058 -0.117  0.38
C: -0.044 -2.373 1.246  -0.26
C: 0.997 -2.013 2.076  -0.19
C: 2.083 -1.311 1.571  -0.24
C: 2.108 -1.019 0.227  -0.22
S: 3.417 0.016 -0.436  2.30
O: 4.279 0.418 0.629  -0.92
O: 3.990 -0.568 -1.611  -0.93
N: 2.538 1.355 -0.987  -0.84
C: 1.404 1.659 -0.228  0.12
C: 1.555 1.964 1.121  -0.23
C: 0.437 2.195 1.900  -0.19
C: -0.836 2.070 1.368  -0.20
C: -0.993 1.739 0.027  -0.13
C: -2.318 1.527 -0.632  0.66
O: -2.567 1.988 -1.735  -0.63
N: -3.212 0.763 0.027  -0.43
C: -2.996 -0.067 1.195  -0.22
C: -3.861 -1.295 0.921  -0.41
C: -5.077 -0.683 0.226  -0.41
C: -4.468 0.425 -0.631  -0.21
C: 0.129 1.577 -0.774  -0.17
C: 1.088 -1.385 -0.630  -0.35
H: -0.371 -2.462 -2.781  0.18
H: -2.134 -2.437 -2.551  0.21
H: -1.192 -0.949 -2.292  0.18
H: -0.903 -2.903 1.628  0.23
H: 0.957 -2.267 3.124  0.22
H: 2.901 -0.988 2.194  0.25
H: 2.367 1.277 -1.980  0.41
H: 2.550 2.012 1.532  0.24
H: 0.558 2.460 2.940  0.22
H: -1.701 2.248 1.987  0.22
H: -3.351 0.450 2.096  0.18
H: -1.939 -0.307 1.320  0.23
H: -3.336 -1.972 0.247  0.22
H: -4.120 -1.831 1.831  0.22
H: -5.754 -0.258 0.968  0.20
H: -5.629 -1.405 -0.372  0.22
H: -4.255 0.091 -1.652  0.21
H: -5.105 1.310 -0.700  0.21
H: -0.004 1.372 -1.827  0.22
H: 1.179 -1.143 -1.676  0.24

Highest occupied orbital energy (eV): -9.07
Net charge: 0
Multiplicity: 1
Orbital gap (eV): 9.3
SMILES string: COc1cccc(S(=O)(=O)Nc2cccc(C(=O)N3CCCC3)c2)c1
Largest force on an atom (hartree/bohr): 0.021


Molecular formula: C18H20N2O4S
Method: DFT, ωB97M-V/def2-TZVPD

Last column: natural (NBO) charge in e.
Positions of all 45 atoms, in Å:
C: -4.830 -1.839 1.205  -0.40
C: -5.160 -0.735 0.564  -0.18
C: -4.228 0.100 -0.265  -0.27
N: -2.838 -0.246 -0.105  -0.61
C: -2.117 -0.836 -1.091  0.67
O: -2.556 -0.986 -2.216  -0.62
C: -0.721 -1.196 -0.715  -0.17
C: -0.328 -1.518 0.579  -0.17
C: 1.003 -1.726 0.883  -0.28
C: 1.980 -1.595 -0.105  0.25
N: 3.346 -1.594 0.172  -0.68
C: 3.820 -2.099 1.438  -0.42
S: 4.146 -0.197 -0.415  2.32
O: 4.394 -0.350 -1.814  -0.93
O: 5.267 0.025 0.447  -0.93
C: 2.867 1.029 -0.172  -0.38
C: 2.139 1.473 -1.257  -0.16
C: 0.960 2.170 -1.064  -0.27
C: 0.503 2.410 0.230  0.33
O: -0.677 2.997 0.535  -0.49
C: -1.554 3.344 -0.516  -0.26
C: 1.288 2.016 1.321  -0.25
C: 2.459 1.319 1.119  -0.17
C: 1.574 -1.392 -1.426  -0.27
C: 0.243 -1.197 -1.722  -0.14
H: -5.548 -2.400 1.777  0.20
H: -3.831 -2.242 1.172  0.19
H: -6.175 -0.362 0.596  0.20
H: -4.374 1.160 -0.019  0.20
H: -4.462 -0.041 -1.327  0.25
H: -2.440 -0.140 0.814  0.40
H: -1.057 -1.618 1.372  0.21
H: 1.278 -1.961 1.899  0.22
H: 4.905 -2.049 1.415  0.25
H: 3.504 -3.136 1.549  0.21
H: 3.464 -1.514 2.293  0.18
H: 2.498 1.253 -2.250  0.25
H: 0.394 2.492 -1.923  0.22
H: -2.441 3.749 -0.033  0.20
H: -1.828 2.468 -1.111  0.19
H: -1.118 4.108 -1.165  0.18
H: 0.937 2.247 2.314  0.23
H: 3.064 0.992 1.950  0.23
H: 2.326 -1.361 -2.197  0.25
H: -0.077 -1.019 -2.737  0.24

Highest occupied orbital energy (eV): -8.78
Net charge: 0
Multiplicity: 1
Orbital gap (eV): 9.2
SMILES string: C=CCNC(=O)c1ccc(N(C)S(=O)(=O)c2ccc(OC)cc2)cc1
Largest force on an atom (hartree/bohr): 0.020


Molecular formula: C18H20N2O5
Method: DFT, ωB97M-V/def2-TZVPD

Last column: natural (NBO) charge in e.
Positions of all 45 atoms, in Å:
N: -3.249 0.946 3.024  -0.82
C: -1.978 0.526 2.463  -0.14
C: -1.957 -0.928 2.258  -0.44
C: -0.570 -1.543 2.338  -0.07
C: 0.159 -1.788 1.235  -0.18
C: 1.419 -2.457 1.372  -0.31
C: 1.894 -2.770 2.598  0.29
O: 3.009 -3.587 2.689  -0.68
C: 1.273 -2.297 3.743  -0.26
C: 0.059 -1.656 3.574  -0.19
C: -1.652 1.372 1.199  0.67
O: -2.373 2.219 0.695  -0.60
N: -0.368 1.054 0.779  -0.63
C: 0.271 1.746 -0.256  -0.18
C: -0.494 1.828 -1.622  -0.42
C: -0.121 0.711 -2.668  -0.07
C: 1.100 0.680 -3.413  -0.17
C: 1.517 -0.335 -4.219  -0.31
C: 0.479 -1.223 -4.621  0.33
O: 0.677 -2.089 -5.686  -0.68
C: -0.676 -1.329 -3.892  -0.31
C: -0.951 -0.392 -2.938  -0.17
C: 0.818 3.152 0.027  0.79
O: 1.660 3.632 -0.635  -0.55
O: 0.370 3.716 1.213  -0.67
H: -3.124 1.635 3.744  0.36
H: -3.698 1.433 2.282  0.37
H: -1.194 0.814 3.184  0.20
H: -2.619 -1.222 1.403  0.23
H: -2.459 -1.526 3.109  0.24
H: -0.299 -1.521 0.254  0.23
H: 1.825 -2.694 0.406  0.22
H: 3.007 -4.155 1.863  0.48
H: 1.810 -2.552 4.672  0.24
H: -0.391 -1.247 4.489  0.22
H: 0.285 0.709 1.439  0.42
H: 1.134 1.191 -0.379  0.23
H: -0.227 2.768 -2.123  0.24
H: -1.601 1.704 -1.356  0.25
H: 1.912 1.521 -3.229  0.22
H: 2.518 -0.231 -4.666  0.22
H: 1.467 -1.829 -6.252  0.49
H: -1.236 -2.238 -3.999  0.23
H: -1.867 -0.509 -2.298  0.21
H: -0.197 3.028 1.572  0.47

Highest occupied orbital energy (eV): -8.60
Net charge: 0
Multiplicity: 1
Orbital gap (eV): 8.9
SMILES string: N[C@@H](Cc1ccc(O)cc1)C(=O)N[C@@H](Cc1ccc(O)cc1)C(=O)O
Largest force on an atom (hartree/bohr): 0.086